C3H7N3OS in the gas phase, computed with ωB97M-V with the def2-TZVPD basis set.

Last column: Löwdin charge in e.
Atoms and positions in Å:
C1 -0.9356 1.0696 1.5592  -0.06
C2 -0.8591 0.1262 -1.7763  -0.17
C3 0.7614 -1.0225 -0.0258  -0.81
H1 -0.3603 0.1583 2.0954  0.11
H2 -0.9708 2.0209 2.1432  0.08
H3 -2.0765 0.7425 1.5273  0.11
H4 -1.2751 1.1796 -1.6642  0.14
H5 -0.3792 -1.4805 -2.6046  -0.05
H6 1.8165 0.5094 0.9506  0.06
H7 2.6987 -0.8807 0.8287  0.12
N1 -0.2925 -0.1139 -0.3741  -0.11
N2 -0.7384 -0.5958 -2.8053  0.12
N3 1.7536 -0.4331 0.7332  0.06
O1 -0.2756 1.2152 0.1970  -0.21
S1 1.1330 -2.4952 -0.7844  0.59

Results
Spin multiplicity: 1
SMILES: [H]/N=C\N(OC)C(N)=S


A molecular structure, C7H11NO, computed with ωB97M-V with the def2-TZVPD basis set.

Last column: Löwdin charge in e.
Atoms and positions in Å:
C1 -0.1433 -0.2690 -2.3583  -0.03
C2 0.1763 -0.9130 2.2014  -0.01
C3 -2.2487 0.4159 0.2506  -0.02
C4 1.4784 0.0748 0.1135  -0.63
C5 0.1106 0.0773 -0.9457  -0.03
C6 0.2318 -0.0282 1.0094  -0.09
C7 -0.7750 0.2936 0.1195  -0.20
N1 2.3018 1.2339 0.2060  0.12
O1 1.9079 -1.0342 -0.3588  -0.05
H1 3.0312 1.1811 -0.4949  0.09
H2 1.7797 2.0975 0.1188  0.08
H3 -0.0308 0.6195 -2.9867  0.09
H4 0.6370 -0.9672 -2.6720  0.09
H5 -1.1227 -0.7172 -2.5472  0.08
H6 0.5288 -1.9085 1.9259  0.10
H7 0.8672 -0.5355 2.9593  0.09
H8 -0.8305 -0.9931 2.6103  0.08
H9 -2.5477 1.4638 0.1758  0.09
H10 -2.7588 -0.1347 -0.5423  0.08
H11 -2.5933 0.0434 1.2156  0.08

Results
Spin multiplicity: 1


A molecular structure, C5H8O2, computed with ωB97M-V with the def2-TZVPD basis set.

Last column: Löwdin charge in e.
Atoms and positions in Å:
O1 -1.2005 -2.0137 -1.1298  -0.08
C1 -1.1221 -0.5835 -1.0955  -0.24
C2 -0.3669 -0.0461 0.1383  -0.17
C3 1.0994 0.1033 -0.0559  -0.32
C4 1.5419 0.9279 1.0994  -0.05
C5 -0.1878 1.6889 0.9160  -0.10
O2 -0.6525 2.7754 0.8330  0.09
H1 -1.8401 -2.2595 -1.8193  0.09
H2 -2.1199 -0.1521 -1.0595  0.11
H3 -0.6167 -0.2323 -2.0093  0.12
H4 -0.5647 -0.6956 1.0040  0.13
H5 1.2826 -0.9706 -0.0992  0.13
H6 1.3586 0.5809 -1.0098  0.13
H7 2.5337 1.4161 0.9802  0.09
H8 1.5045 0.4270 2.0704  0.08

Results
Spin multiplicity: 1


Relative energy (zero: lowest compared OMol25 entry of this formula, charge and spin)? In order: 393.53; 397.97; 347.24 kJ/mol.